1.
Molecular formula: C21H15IrN4O6
Method: DFT, wB97M-V/def2-TZVPD

Values from the calculation:
Spin multiplicity: 6
LUMO (spin up / spin down) in eV: -4.020 / -6.031
Net charge: +1
Orbital gap (spin up / spin down) in eV: 7.785 / 5.842
<S²>: 8.767

```
47
Properties=species:S:1:pos:R:3:forces:R:3
Ir -0.98661 0.51741 -0.77684 -0.962 0.446 0.141
N -2.47971 1.93781 -2.06264 1.416 0.025 0.513
C -3.85181 1.57251 -1.98374 -1.146 -2.072 0.644
C -4.04551 0.00421 -1.47324 -1.605 3.956 -2.018
O -5.15641 -0.41429 -1.61804 -0.361 -0.940 0.288
O -3.00971 -0.48129 -0.99574 3.553 -1.530 1.580
H -2.23681 2.79261 -1.57024 0.072 0.075 -0.241
H -2.11371 1.95281 -3.00834 -0.032 0.140 0.082
H -4.37701 1.60221 -2.93764 0.087 0.219 0.093
H -4.39341 2.12971 -1.21704 0.150 0.202 -0.256
O -0.68661 0.48261 6.46346 -0.220 -1.270 0.315
C -0.52071 1.52531 5.91056 -0.002 0.146 -0.189
O -0.29301 2.68501 6.03596 0.189 1.096 -0.140
C -0.67011 1.19951 4.19936 0.012 -0.041 -0.217
C -1.16181 -0.01619 3.77506 -0.058 -0.207 -0.063
C -1.23911 -0.22199 2.40296 -0.126 -0.270 0.501
N -0.85611 0.71081 1.53856 -0.156 0.011 -0.944
C -0.40111 1.87731 1.97636 0.349 1.035 -0.190
C -0.28041 2.18301 3.32656 0.052 -0.023 -0.078
C -0.04101 2.96701 0.91846 0.020 -0.532 1.863
O 0.48519 3.98211 1.29726 0.096 0.181 -0.001
O -0.37481 2.64731 -0.25824 -0.613 -1.006 -1.909
H -1.46961 -0.77899 4.47376 -0.006 -0.008 -0.015
H -1.62731 -1.14319 1.99066 0.000 -0.053 0.020
H 0.09509 3.15051 3.63096 -0.026 -0.053 -0.043
C 3.28529 1.64001 -1.92424 0.082 -0.232 0.021
C 1.89489 1.63861 -1.77714 0.143 0.362 -0.101
N 1.21849 0.54861 -1.48184 -0.589 -0.057 0.149
C 1.87429 -0.61839 -1.32994 0.701 -0.108 -0.013
C 3.27979 -0.70819 -1.42304 -0.667 0.173 0.006
C 3.98249 0.47241 -1.72234 -0.259 0.193 -0.007
C 3.90619 -1.97749 -1.25414 -0.092 -0.377 0.023
C 3.16819 -3.10799 -1.12774 0.340 0.215 -0.097
C 1.74219 -3.06159 -1.12524 -0.423 0.556 0.047
C 0.91629 -4.20099 -1.13824 -0.256 0.150 0.028
C -0.44961 -4.04389 -1.11434 0.327 -0.017 0.040
C -0.98671 -2.75699 -1.00694 -0.328 -0.252 -0.005
N -0.23511 -1.67789 -1.01724 -0.240 0.590 0.102
C 1.10019 -1.80399 -1.13024 0.405 -0.578 -0.037
H 3.78759 2.55561 -2.19204 0.026 0.078 0.033
H 1.32109 2.54731 -1.88624 -0.009 0.045 0.048
H 5.05809 0.45071 -1.80964 0.119 -0.021 -0.008
H 4.98529 -2.01529 -1.25834 0.084 -0.071 -0.023
H 3.65139 -4.06839 -1.03554 0.058 -0.104 -0.021
H 1.35739 -5.18529 -1.18964 0.063 -0.085 0.025
H -1.11341 -4.89169 -1.16734 -0.057 -0.055 0.064
H -2.05231 -2.59919 -0.92664 -0.111 0.067 -0.010
```
Forces are in eV/Å.


2.
Molecular formula: C21H15N3O6
Method: DFT, wB97M-V/def2-TZVPD

Values from the calculation:
LUMO in eV: -0.804
Net charge: 0
Orbital gap in eV: 7.845
SMILES: O=C(N/N=C/c1ccc(OC(=O)c2ccccc2)c([N+](=O)[O-])c1)c1ccc(O)cc1

```
45
Properties=species:S:1:pos:R:3:forces:R:3
O -6.76039 -1.75568 0.00344 -0.050 0.027 0.043
C -5.62774 -1.33687 -0.08260 0.062 -0.098 0.019
N -4.57924 -2.24290 -0.17012 -0.548 -1.059 -0.119
N -3.31579 -1.85877 -0.12531 0.931 0.108 0.192
C -2.33576 -2.66991 -0.11462 -0.880 -0.281 -0.025
C -0.99262 -2.12542 -0.09417 0.890 0.302 0.014
C 0.13453 -2.94579 -0.02395 -0.400 0.360 -0.044
C 1.40776 -2.41238 -0.00732 0.339 0.041 -0.020
C 1.61129 -1.03472 -0.07553 -0.394 -0.101 0.058
O 2.83093 -0.43506 -0.07930 0.087 0.064 -0.126
C 3.99661 -1.01298 0.31864 0.013 -0.699 0.304
O 4.08559 -2.13485 0.74813 -0.016 0.357 -0.122
C 5.12576 -0.07679 0.16624 0.324 0.282 -0.063
C 6.40438 -0.54724 0.46911 -0.258 -0.047 -0.017
C 7.49604 0.28839 0.34371 0.050 0.017 0.002
C 7.31942 1.59656 -0.08176 -0.022 0.009 -0.003
C 6.05025 2.06783 -0.37999 0.071 0.079 -0.015
C 4.94963 1.23980 -0.25926 -0.042 -0.193 0.054
C 0.47525 -0.20186 -0.17352 0.041 -1.231 0.120
N 0.57185 1.23011 -0.30480 -0.026 0.706 -0.067
O 1.65501 1.73421 -0.50316 0.126 0.217 -0.087
O -0.46105 1.86572 -0.22730 -0.262 0.175 0.054
C -0.79755 -0.74861 -0.16576 0.142 -0.047 -0.012
C -5.23008 0.08514 -0.04548 -0.131 0.392 -0.011
C -5.88713 0.93060 0.84793 0.142 -0.245 -0.190
C -5.48335 2.23860 1.00378 0.206 0.351 -0.039
C -4.41189 2.72995 0.25882 -0.161 -0.487 -0.075
O -4.00682 4.00175 0.47010 0.094 0.261 0.042
C -3.79902 1.90925 -0.68487 -0.006 0.143 -0.008
C -4.20717 0.60088 -0.83814 -0.215 0.144 0.039
H -4.83584 -3.23526 -0.16470 0.033 0.374 0.000
H -2.45296 -3.75811 -0.12759 -0.083 0.024 -0.013
H 0.01484 -4.01806 0.02063 0.000 -0.126 0.010
H 2.26076 -3.06629 0.06457 -0.034 0.058 -0.004
H 6.51638 -1.56887 0.79962 0.013 -0.066 0.024
H 8.48505 -0.07623 0.57742 0.068 -0.035 0.017
H 8.17369 2.25032 -0.17907 0.062 0.054 -0.010
H 5.91719 3.08781 -0.70773 -0.015 0.082 -0.024
H 3.96085 1.60696 -0.48369 -0.054 -0.006 -0.021
H -1.65383 -0.09439 -0.22215 0.038 0.054 0.003
H -6.70232 0.53613 1.43508 -0.081 -0.032 0.056
H -5.96960 2.89441 1.70801 -0.059 0.066 0.099
H -3.20970 4.18143 -0.04540 -0.121 -0.049 0.064
H -2.98447 2.29803 -1.28000 0.060 0.037 -0.090
H -3.73876 -0.01684 -1.58797 0.064 0.018 -0.008
```
Forces are in eV/Å.


3.
Molecular formula: C21H15N4S3Tc
Method: DFT, wB97M-V/def2-TZVPD

Values from the calculation:
Spin multiplicity: 4
LUMO (spin up / spin down) in eV: -5.713 / -6.114
Net charge: +1
Orbital gap (spin up / spin down) in eV: 5.069 / 4.629
<S²>: 3.797

```
44
Properties=species:S:1:pos:R:3:forces:R:3
Tc 0.21962 0.39586 -0.60296 0.202 -1.888 1.127
S -0.56418 -1.54574 -1.57416 0.396 1.011 0.324
C 0.84782 -2.54984 -1.86606 0.436 0.127 -0.066
C 0.69432 -3.87964 -2.23606 0.059 0.097 0.064
C 1.81862 -4.64584 -2.52276 0.115 0.762 0.165
C 1.68042 -6.02284 -2.82956 -0.061 -0.234 -0.068
N 1.57432 -7.14304 -3.03886 -0.078 -0.411 -0.124
C 3.09952 -4.06054 -2.48566 -0.715 0.434 0.187
C 3.24512 -2.73114 -2.10516 -0.090 -0.133 0.002
C 2.12612 -1.98574 -1.76606 -0.392 -0.261 -0.068
S 2.30822 -0.34234 -1.20056 -0.418 0.377 -0.033
C 4.23862 -4.82704 -2.83456 0.261 -0.127 -0.026
N 5.16382 -5.43794 -3.11856 0.357 -0.216 -0.107
H -0.29228 -4.31414 -2.29756 -0.038 -0.111 0.008
H 4.22362 -2.27934 -2.06766 0.141 -0.023 0.018
C -2.00548 -1.32314 1.52584 0.113 -0.240 -0.214
C -0.87648 -0.57994 2.12774 -0.828 -0.518 1.601
C -0.53788 -0.45034 3.47934 -0.898 -0.529 -1.673
C 0.59532 0.35786 3.54324 0.944 0.836 -1.529
C 0.91842 0.70496 2.23094 0.625 0.473 1.831
C 2.01632 1.55526 1.71364 0.251 -0.491 -0.100
N 0.01222 0.13406 1.37644 -0.058 0.228 -1.170
H -2.69458 -1.65674 2.29794 -0.041 0.039 -0.054
H -1.63578 -2.19844 0.98684 -0.169 -0.097 0.043
H -2.53758 -0.70204 0.80354 -0.225 0.011 -0.013
H -1.06008 -0.88844 4.30784 -0.181 -0.132 0.047
H 1.11262 0.66306 4.43034 0.208 0.167 0.116
H 2.42322 2.18076 2.50134 -0.017 0.204 -0.055
H 1.66412 2.19606 0.89534 0.026 0.324 -0.134
H 2.82642 0.93386 1.32394 0.122 0.146 -0.022
S -2.32258 3.45946 -2.63596 0.153 -0.506 0.521
C -1.61468 1.96346 -2.21506 -0.317 0.575 -0.738
N -1.37938 1.75566 -0.94376 0.213 -0.267 -0.296
C -1.82028 2.82126 -0.18196 -0.444 1.023 0.526
C -1.79158 2.93046 1.20984 0.077 -0.165 -0.034
C -2.27568 4.07996 1.79444 0.054 -0.085 -0.068
C -2.78278 5.12866 1.02314 -0.043 -0.010 -0.139
C -2.82888 5.03996 -0.35256 -0.033 0.036 0.020
C -2.35648 3.87646 -0.94526 0.197 -0.404 -0.035
H -1.37378 1.24696 -2.98386 0.105 -0.131 -0.061
H -1.41528 2.11656 1.80934 0.079 -0.091 0.121
H -2.26328 4.17046 2.86944 -0.005 -0.010 0.083
H -3.16028 6.01166 1.51354 -0.007 0.114 0.019
H -3.21938 5.84156 -0.95946 -0.078 0.095 0.003
```
Forces are in eV/Å.


4.
Molecular formula: C21H15NO3
Method: DFT, wB97M-V/def2-TZVPD

Values from the calculation:
LUMO in eV: -0.271
Net charge: 0
Orbital gap in eV: 7.031
SMILES: Oc1oc(/C=N/c2ccc(Oc3ccccc3)cc2)c2ccccc12

```
40
Properties=species:S:1:pos:R:3:forces:R:3
O -3.29387 -1.52799 5.77801 1.362 0.411 -0.495
C -2.85513 -1.50387 4.49300 0.983 0.600 1.353
O -1.64743 -0.99960 4.14063 -0.978 -0.250 0.426
C -1.62450 -0.97575 2.75518 1.131 0.694 -1.262
C -0.47805 -0.48013 1.97662 2.314 -0.096 2.761
N 0.72022 -0.24000 2.49718 -3.106 -0.602 -0.114
C 1.69106 0.15444 1.59752 0.975 1.101 -0.958
C 2.45689 1.31790 1.79505 0.477 0.633 0.886
C 3.35125 1.80058 0.83979 0.214 -0.327 -0.078
C 3.50752 1.06268 -0.33552 0.178 0.355 0.313
O 4.45264 1.38005 -1.27234 0.488 0.760 -0.656
C 4.31890 2.53890 -2.00759 0.111 0.799 -0.137
C 3.09898 3.22488 -2.18196 -0.045 -1.135 0.460
C 3.04938 4.36504 -2.97044 0.442 0.405 0.052
C 4.21416 4.85953 -3.57069 0.076 -0.350 -0.062
C 5.42865 4.16696 -3.42288 -0.559 0.139 0.366
C 5.48872 3.03555 -2.60636 0.047 -0.428 -0.420
C 2.83887 -0.11568 -0.53131 0.302 0.159 -0.313
C 1.96157 -0.53732 0.42416 -1.186 -1.290 0.151
C -2.81773 -1.48805 2.29661 0.498 0.287 -1.201
C -3.40932 -1.64387 1.01937 -1.120 -0.531 -0.763
C -4.67615 -2.22162 0.91151 1.792 0.662 0.325
C -5.39273 -2.65311 2.05334 0.303 -0.035 2.124
C -4.82582 -2.45661 3.31683 -2.238 -0.637 -1.056
C -3.56551 -1.86827 3.40401 -0.859 -0.378 0.748
H -2.66816 -1.04592 6.35926 -0.358 -0.392 -0.468
H -0.57005 -0.31349 0.91766 -0.673 -0.150 -0.499
H 2.43969 1.84978 2.76056 -0.401 -0.339 -0.531
H 4.00529 2.67769 1.01374 -0.678 -0.588 -0.061
H 2.19056 2.79552 -1.71451 0.634 0.471 -0.335
H 2.10750 4.91014 -3.07863 0.315 -0.265 -0.027
H 4.16087 5.76186 -4.17717 0.070 -0.204 0.116
H 6.33584 4.52165 -3.91722 -0.319 -0.082 0.173
H 6.43456 2.47217 -2.52193 -0.665 0.348 0.151
H 3.03974 -0.69872 -1.42134 -0.050 0.034 0.035
H 1.45397 -1.47983 0.24000 -0.079 0.016 0.176
H -2.87171 -1.29144 0.14504 -0.174 -0.167 -0.039
H -5.12626 -2.36243 -0.04718 -0.085 0.061 -0.523
H -6.38110 -3.12639 1.97056 0.555 0.319 -0.052
H -5.37623 -2.69814 4.23853 0.305 -0.010 -0.564
```
Forces are in eV/Å.


5.
Molecular formula: C21H16AlNOPS4
Method: DFT, wB97M-V/def2-TZVPD

Values from the calculation:
LUMO in eV: -3.351
Net charge: +1
Orbital gap in eV: 7.054

```
45
Properties=species:S:1:pos:R:3:forces:R:3
Al 0.57014 1.05653 1.64607 -0.029 -0.057 -0.117
O 4.77033 4.87843 4.76893 0.039 0.044 0.048
C 4.00875 4.17386 4.18552 -0.010 -0.043 -0.067
S 2.85228 4.76295 2.96352 0.001 -0.002 0.037
C 2.14233 3.20640 2.61447 -0.054 -0.029 -0.040
C 2.62156 2.14193 3.27669 -0.036 -0.059 -0.023
S 2.08594 0.45365 3.09575 0.055 0.093 0.033
S 3.90942 2.40992 4.42524 -0.016 0.027 0.014
S 0.85524 3.20405 1.38582 0.100 0.017 0.025
N -1.28688 0.68369 2.34113 -0.073 0.000 0.065
C -2.17672 -0.14676 1.51415 -0.004 0.067 0.108
C -3.45365 -0.42458 1.97682 0.010 -0.040 -0.063
C -4.29790 -1.21001 1.21063 0.003 0.006 0.004
C -3.86859 -1.71557 -0.01125 0.001 0.015 0.023
C -2.59451 -1.43229 -0.46582 0.008 -0.019 -0.004
C -1.73054 -0.64134 0.29268 0.017 -0.005 -0.060
P -0.05041 -0.25304 -0.26170 0.029 -0.041 0.070
C -0.18232 0.68614 -1.78880 -0.058 0.075 0.022
C -1.37038 1.32626 -2.13346 -0.029 -0.018 -0.012
C -1.41519 2.12863 -3.26318 0.025 0.005 -0.026
C -0.27893 2.29772 -4.04044 -0.018 0.003 0.018
C 0.90830 1.66754 -3.69192 0.001 -0.026 0.015
C 0.96267 0.86442 -2.56541 0.011 -0.002 0.001
C 0.81622 -1.78989 -0.58991 -0.012 -0.025 0.049
C 0.60894 -2.48400 -1.78224 0.020 0.005 -0.010
C 1.23435 -3.70306 -1.98122 -0.024 0.019 -0.008
C 2.06160 -4.22998 -0.99771 0.005 0.016 0.033
C 2.27384 -3.53847 0.18609 -0.007 -0.023 -0.032
C 1.65295 -2.31675 0.39222 0.029 0.029 -0.004
H -1.18231 0.25537 3.26397 -0.006 0.030 -0.042
H -1.72460 1.59242 2.51224 0.031 -0.052 -0.012
H -3.78483 -0.03187 2.92951 -0.008 0.009 0.025
H -5.29354 -1.42974 1.56952 -0.017 -0.006 0.001
H -4.52988 -2.33002 -0.60497 -0.014 -0.017 -0.017
H -2.26109 -1.82723 -1.41733 -0.001 -0.002 0.002
H -2.26338 1.19470 -1.53497 0.014 0.009 0.001
H -2.33829 2.62019 -3.53621 -0.020 0.010 -0.004
H -0.31689 2.92495 -4.92002 -0.001 0.012 -0.021
H 1.79378 1.80268 -4.29694 0.014 0.003 -0.008
H 1.89185 0.37732 -2.29636 0.015 -0.019 0.010
H -0.02324 -2.06955 -2.55754 0.000 0.027 -0.021
H 1.07971 -4.24107 -2.90599 -0.002 -0.010 -0.016
H 2.54945 -5.18110 -1.15949 0.013 -0.018 -0.005
H 2.92900 -3.94396 0.94405 0.011 -0.005 0.015
H 1.84544 -1.76945 1.30785 -0.012 -0.005 -0.007
```
Forces are in eV/Å.